119
Properties=species:S:1:pos:R:3:lowdin_charge:R:1 method="wB97M-V/def2-TZVPD" orbital_gap_ev="5.4 / 5.6" e_above_lowest_ev=0.000 multiplicity=3 homo_energy_ev="-14.87 / -14.87" charge=+3 total_energy_ha=-6661.55050
Mo 0.4904 0.0025 0.3643 1.672
C -2.6397 -2.8199 0.0048 -0.055
O -2.0709 -1.5534 -0.3532 -0.201
C -2.7384 -0.8439 -1.3036 -0.226
C -3.9161 -1.2487 -1.9135 -0.035
C -4.4682 -0.4624 -2.9221 -0.663
Br -6.0336 -1.0472 -3.7633 0.858
C -3.8816 0.7266 -3.3158 -0.043
C -2.7253 1.1635 -2.6781 -0.069
C -2.1619 0.3631 -1.6835 -0.122
O -0.8941 0.7047 -1.1306 -0.138
C -2.0689 2.3974 -3.1365 -0.273
N -2.0311 2.8144 -4.3540 0.225
C -1.2801 3.9968 -4.3107 -0.208
C -0.9608 4.8739 -5.3439 0.014
C -0.2401 6.0034 -5.0164 -0.056
C 0.1630 6.2597 -3.6954 -0.063
C -0.1433 5.3900 -2.6623 -0.023
C -0.8718 4.2591 -3.0070 -0.221
N -1.3401 3.1818 -2.2332 0.104
H -3.6265 -2.6877 0.4503 0.115
H -1.9596 -3.2626 0.7272 0.061
H -2.7099 -3.4617 -0.8762 0.108
H -4.4067 -2.1647 -1.6263 0.110
H -4.3005 1.3281 -4.1096 0.127
H -0.5848 1.4909 -1.6312 0.076
H -1.2812 4.6779 -6.3557 0.125
H 0.0099 6.7171 -5.7870 0.115
H 0.7194 7.1608 -3.4833 0.112
H 0.1660 5.5983 -1.6478 0.105
H -1.6668 3.3146 -1.2845 0.153
S -0.4858 -1.4211 2.0913 0.768
C 1.1654 -1.3150 2.5964 -1.038
N 1.9142 -0.6206 1.7619 -0.158
C 3.2513 -0.5581 2.1582 -0.277
C 4.3285 -0.0170 1.4632 -0.027
C 5.5774 -0.0785 2.0501 -0.057
C 5.7639 -0.6718 3.3048 -0.047
C 4.7069 -1.2460 3.9832 -0.046
C 3.4491 -1.1903 3.3893 -0.430
S 1.9655 -1.8948 3.9830 1.160
H 4.2103 0.3982 0.4721 0.100
H 6.4313 0.3211 1.5246 0.120
H 6.7521 -0.7041 3.7392 0.126
H 4.8579 -1.7339 4.9340 0.128
C -0.4760 1.1648 3.9852 -0.009
C -0.2936 2.0909 2.8376 -0.303
N -0.1210 1.7905 1.5438 -0.023
C -0.0516 3.0126 0.8785 -0.128
C -0.1440 4.0206 1.7689 0.000
N -0.2754 3.4236 2.9966 0.013
C -0.1514 4.2138 4.2332 -0.024
N 1.1170 4.8773 4.1817 -0.070
N 1.1933 6.2364 4.2596 0.079
N 2.4016 6.6005 4.2066 0.104
C 3.1955 5.4754 4.0883 -0.215
C 4.5854 5.3646 3.9955 0.016
C 5.1053 4.0966 3.8801 -0.081
C 4.2653 2.9608 3.8541 -0.085
C 2.8922 3.0601 3.9413 -0.007
C 2.3755 4.3560 4.0720 -0.168
H -1.1221 0.3369 3.7021 0.033
H -0.9450 1.6774 4.8200 0.094
H 0.4754 0.7569 4.3288 0.074
H 0.0888 3.0920 -0.1814 0.082
H -0.1045 5.0877 1.6585 0.145
H -0.2342 3.5546 5.0984 0.140
H -0.9372 4.9698 4.2677 0.156
H 5.2147 6.2408 4.0324 0.130
H 6.1755 3.9624 3.8266 0.118
H 4.7158 1.9800 3.7866 0.092
H 2.2728 2.1783 3.9508 0.088
O 1.0141 -1.5642 -0.7245 -0.666
S 0.6486 -2.1402 -2.1396 1.153
C 0.9001 -3.8608 -1.9249 -0.391
C 1.7934 -4.3678 -0.9889 -0.054
C 1.9625 -5.7396 -0.9359 -0.036
C 1.2608 -6.5692 -1.8065 -0.026
C 0.3703 -6.0416 -2.7279 -0.035
C 0.1737 -4.6686 -2.7898 -0.068
C 1.9866 -1.5669 -3.1269 -0.404
C 3.2542 -1.3624 -2.5923 -0.066
C 4.2598 -0.9458 -3.4449 -0.043
C 3.9970 -0.7506 -4.7994 -0.034
C 2.7243 -0.9551 -5.3096 -0.038
C 1.6974 -1.3612 -4.4671 -0.067
H 2.3274 -3.7133 -0.3140 0.110
H 2.6455 -6.1685 -0.2179 0.121
H 1.4077 -7.6378 -1.7591 0.125
H -0.1798 -6.6929 -3.3902 0.125
H -0.5279 -4.2455 -3.4955 0.118
H 3.4509 -1.5378 -1.5416 0.110
H 5.2590 -0.7928 -3.0631 0.119
H 4.7944 -0.4488 -5.4612 0.122
H 2.5268 -0.8023 -6.3598 0.125
H 0.6999 -1.5166 -4.8527 0.122
C 5.8873 4.7685 -4.0206 -0.005
C 5.0082 4.1132 -3.0160 -0.183
C 5.2704 4.2458 -1.6503 0.032
C 4.4657 3.6562 -0.7051 -0.142
C 4.7726 3.8661 0.7484 -0.023
C 3.3559 2.8418 -1.1606 -0.081
C 2.6548 2.2001 -0.1536 -0.118
O 1.7391 1.3069 -0.3111 -0.261
C 3.0468 2.7527 -2.5692 -0.142
C 1.8051 2.0955 -3.0846 0.002
C 3.8799 3.3908 -3.4467 0.028
H 6.8297 5.0946 -3.5908 0.095
H 5.3751 5.6459 -4.4246 0.115
H 6.0782 4.1027 -4.8613 0.102
H 6.1183 4.8369 -1.3362 0.134
H 5.6422 4.5085 0.8502 0.100
H 4.9863 2.9338 1.2722 0.072
H 3.9456 4.3494 1.2719 0.094
H 2.8482 2.4501 0.8912 0.128
H 1.6956 1.0683 -2.7281 0.062
H 1.8185 2.0752 -4.1725 0.104
H 0.9258 2.6767 -2.7829 0.070
H 3.6612 3.3566 -4.5048 0.137

25
Properties=species:S:1:pos:R:3:lowdin_charge:R:1 method="wB97M-V/def2-TZVPD" orbital_gap_ev=8.0 e_above_lowest_ev=0.512 homo_energy_ev=-8.27 total_energy_ha=-903.25844
C 1.1519 0.2259 -0.7716 -0.147
C -0.0246 1.2914 -2.0771 -0.418
C 0.6953 -1.7836 1.6171 -0.187
C -0.0269 -0.6621 1.6189 -0.192
C -0.6628 -1.1484 0.2470 -0.440
C -0.3873 2.4006 -3.0375 -0.039
C -2.1798 -1.3719 0.1182 -0.021
C 1.4711 0.9075 2.5765 -0.068
N 1.2696 1.2515 -1.5367 0.152
N -0.8176 0.3688 -1.6803 0.160
N -0.1210 -0.2716 -0.7114 -0.037
N 0.1805 -2.3365 0.4358 -0.486
O 0.1131 0.6518 2.0755 -0.089
I -0.3409 -4.3268 0.4802 0.804
H 1.8749 -0.0335 -0.0425 0.116
H 1.4278 -2.2677 2.2686 0.117
H -1.5133 2.4651 -3.2700 0.097
H -0.1114 3.3395 -2.5478 0.067
H 0.2075 2.1890 -3.9753 0.088
H -2.3780 -1.4953 -0.9261 0.064
H -2.7862 -0.4702 0.2364 0.085
H -2.4968 -2.1547 0.8547 0.077
H 1.9344 1.7333 1.9691 0.090
H 2.2253 0.0705 2.4964 0.098
H 1.2952 1.4273 3.5821 0.110

70
Properties=species:S:1:pos:R:3:lowdin_charge:R:1 method="wB97M-V/def2-TZVPD" orbital_gap_ev="6.6 / 7.6" e_above_lowest_ev=1.343 multiplicity=2 homo_energy_ev="-2.32 / -3.36" charge=-2 total_energy_ha=-6333.46844
Ca -0.5341 2.2047 0.6031 1.277
C 1.3491 -1.7143 2.6694 -0.166
Si 1.7872 -0.9412 0.9922 0.503
C 3.2986 0.1570 1.0220 -0.142
C 2.0500 -2.3717 -0.2368 -0.218
C 2.5777 -3.5479 0.3084 -0.115
C 2.7470 -4.6985 -0.4436 -0.106
C 2.3807 -4.7001 -1.7801 -0.105
C 1.9218 -3.5261 -2.3527 -0.119
C 1.7637 -2.3470 -1.6176 -0.212
Si 1.2264 -0.8483 -2.6561 0.519
C -0.5562 -1.1690 -3.1762 -0.134
C 2.4315 -0.7534 -4.1074 -0.138
H 1.5113 -2.7915 2.7218 0.011
H 0.2936 -1.5281 2.8677 0.013
H 1.9191 -1.2453 3.4745 0.023
H 4.1980 -0.4460 1.1745 0.036
H 3.2252 0.8874 1.8283 0.020
H 3.4141 0.6952 0.0790 -0.002
H 2.8663 -3.5673 1.3539 0.084
H 3.1465 -5.5947 0.0175 0.091
H 2.4705 -5.6037 -2.3724 0.091
H 1.6763 -3.5224 -3.4109 0.093
H -0.7296 -2.2313 -3.3673 0.026
H -0.8049 -0.6018 -4.0732 0.029
H -1.2330 -0.8361 -2.3867 0.014
H 2.8970 -1.7128 -4.3421 0.016
H 3.2187 -0.0384 -3.8547 -0.002
H 1.9242 -0.3794 -4.9982 0.031
N -0.0333 4.5021 1.1755 -0.075
C -0.9686 5.5019 0.6662 -0.279
C -2.3916 4.9728 0.7884 -0.111
C -2.6863 3.7554 -0.1188 -0.696
O -3.8810 3.4339 -0.2384 -0.044
O -1.7025 3.1884 -0.6808 -0.247
H -0.2514 4.2770 2.1437 0.050
H 0.9277 4.8129 1.1363 0.083
H -0.7367 5.6840 -0.3847 0.080
H -0.8873 6.4601 1.2044 0.100
H -3.1211 5.7477 0.5500 0.106
H -2.5760 4.6397 1.8146 0.115
Cl 4.0374 2.3088 -2.3605 -0.189
C 1.6288 2.7421 -1.4134 -0.682
Cl 1.1974 4.2846 -1.9487 0.709
C 1.1859 1.6222 -2.1646 -0.727
O 0.6413 1.6280 -3.2629 0.030
O 1.4859 0.4158 -1.6047 -0.148
H 2.0537 2.6619 -0.4263 0.037
N -4.3134 -0.4191 0.7519 0.129
C -3.3737 0.3914 0.1730 -0.131
N -2.2832 -0.2468 -0.1344 0.112
C -2.4815 -1.5534 0.2719 -0.222
C -1.6501 -2.6665 0.1817 -0.007
C -2.1389 -3.8801 0.6318 -0.102
C -3.4300 -3.9994 1.1573 -0.126
C -4.2677 -2.9027 1.2689 -0.045
C -3.7735 -1.6821 0.8292 -0.202
H -5.1980 -0.1204 1.1159 0.150
H -3.5631 1.4413 -0.0258 0.095
H -0.6526 -2.5732 -0.2250 0.090
H -1.5125 -4.7621 0.5708 0.093
H -3.7815 -4.9709 1.4840 0.086
H -5.2686 -3.0048 1.6720 0.096
F 0.3608 -0.2074 0.6595 -0.208
As 0.1571 1.3896 3.5483 1.223
F -1.7608 1.9995 2.1081 -0.658
F -0.3230 1.2037 5.3676 -0.502
F -0.0540 3.0838 3.8644 -0.362
F 1.8375 1.4580 4.1343 -0.406
F 1.1119 2.1540 1.7829 -0.638

34
Properties=species:S:1:pos:R:3:lowdin_charge:R:1 method="wB97M-V/def2-TZVPD" orbital_gap_ev=6.0 e_above_lowest_ev=2.146 smiles="O=C1CC(=O)[C@H]2C=Cc3c4ccccc4cc4ccc1c2c34" homo_energy_ev=-7.28 total_energy_ha=-919.74008
O -4.1069 2.2788 -1.7796 0.087
C -3.5399 1.3633 -1.2137 -0.365
C -4.2308 0.0420 -1.4022 -0.023
C -3.4414 -1.0982 -0.8596 -0.344
O -3.6803 -2.2200 -1.2542 0.101
C -2.3629 -0.9225 0.2304 -0.131
C -1.5572 -2.1265 0.5387 -0.027
C -0.1689 -2.0576 0.7957 0.012
C 0.5989 -0.8038 0.5382 -0.043
C 1.9980 -0.6753 0.8689 -0.100
C 2.7246 -1.7195 1.4248 -0.018
C 4.0894 -1.5176 1.7320 -0.103
C 4.7360 -0.3630 1.4788 -0.104
C 4.0710 0.6008 0.7428 -0.044
C 2.7316 0.5126 0.3865 -0.134
C 2.0150 1.4646 -0.3729 0.022
C 0.6674 1.4382 -0.5022 -0.214
C 0.0806 2.4947 -1.1312 0.014
C -1.3694 2.4611 -1.3611 0.046
C -2.1139 1.3307 -0.9866 -0.113
C -1.4471 0.3335 -0.2533 0.005
C -0.0826 0.3244 -0.0638 -0.055
H -4.2325 -0.0577 -2.5140 0.164
H -5.2487 0.2388 -0.9948 0.158
H -2.8875 -0.6913 1.2180 0.185
H -2.0292 -3.0696 0.9024 0.124
H 0.2846 -2.9643 1.1626 0.088
H 2.4125 -2.7494 1.7582 0.126
H 4.6743 -2.2773 2.1905 0.094
H 5.7817 -0.2945 1.8302 0.121
H 4.6673 1.5597 0.6597 0.134
H 2.5393 2.3804 -0.6126 0.126
H 0.3230 3.5268 -1.3956 0.121
H -1.8957 3.2575 -1.7613 0.087